# 1
This record from the Open Molecules 2025 dataset describes C22H34N2O6P2Zn as an isolated structure in a non-equilibrium geometry. The level of theory is ωB97M-V/def2-TZVPD.

XYZ file:
```
67
Properties=species:S:1:pos:R:3:forces:R:3
P 0.077 -1.622 -4.211 -0.806 0.324 -0.575
P 0.374 1.597 -3.858 -0.330 -0.120 -0.892
C -0.200 -0.547 -5.689 0.100 -0.536 -0.280
C 0.457 0.831 -5.570 0.195 0.197 0.162
H -1.288 -0.460 -5.819 0.247 0.024 0.009
H 0.209 -1.102 -6.546 -0.288 0.307 -0.195
H 1.524 0.775 -5.831 -0.214 -0.029 -0.020
H -0.026 1.540 -6.260 0.277 -0.162 -0.008
C -1.339 2.263 -4.054 0.056 0.184 0.139
H -1.573 2.896 -3.191 -0.097 -0.099 -0.157
H -2.078 1.453 -4.107 0.245 0.231 0.004
H -1.385 2.860 -4.974 -0.103 -0.060 0.182
C 1.331 3.111 -4.224 -0.022 0.180 -0.070
H 0.903 3.645 -5.083 0.199 0.028 0.157
H 2.368 2.827 -4.442 -0.185 0.149 0.062
H 1.315 3.754 -3.337 0.068 -0.005 -0.231
C -1.059 -3.011 -4.540 0.206 -0.310 -0.472
H -1.117 -3.645 -3.648 0.006 0.093 -0.202
H -0.688 -3.597 -5.390 -0.327 -0.126 0.053
H -2.059 -2.620 -4.764 0.201 -0.106 0.060
C 1.711 -2.325 -4.621 0.006 -0.226 -0.139
H 2.467 -1.528 -4.637 -0.156 -0.224 0.015
H 1.651 -2.807 -5.606 0.255 0.017 0.163
H 1.986 -3.067 -3.860 0.046 0.151 -0.210
Zn 2.347 0.545 2.467 -1.741 -0.248 0.990
C -0.111 1.248 -0.488 -0.043 0.082 1.321
C -1.383 1.043 -0.827 -0.279 0.755 0.089
C -1.966 0.023 -1.755 -0.405 -0.432 -0.255
C -2.291 -1.326 -1.100 -0.365 0.578 0.029
C -1.129 -2.240 -0.898 0.273 -0.623 0.096
C 0.163 -2.081 -1.219 -0.002 -0.208 1.150
C 0.877 -0.822 -1.599 0.325 0.972 -0.258
C 1.032 0.279 -0.527 0.464 -0.141 -0.639
C 1.245 -1.152 2.660 0.637 -0.139 0.101
H 0.124 2.181 0.052 -0.311 -0.510 0.066
H -2.125 1.740 -0.392 0.526 -0.099 -0.560
H -1.345 -0.164 -2.649 -0.272 0.126 0.509
H -2.904 0.439 -2.151 0.159 -0.091 0.192
H -2.819 -1.129 -0.147 0.252 -0.234 -0.216
H -3.037 -1.836 -1.732 0.237 -0.056 0.132
H -1.421 -3.202 -0.458 0.183 0.157 -0.301
H 0.831 -2.943 -1.038 -0.479 0.344 -0.018
H 0.374 -0.313 -2.442 0.842 -0.537 1.135
H 1.876 -1.085 -1.982 -0.243 0.048 0.130
H 1.211 -0.188 0.455 -0.406 0.332 -0.225
H 1.943 0.864 -0.737 -0.030 -0.179 -0.154
H 1.491 -1.733 3.562 0.174 0.172 -0.433
H 1.313 -1.749 1.751 -0.133 -0.152 0.284
H 0.232 -0.752 2.796 0.236 0.142 -0.275
O -0.743 2.048 3.512 1.464 -0.177 0.426
C 0.315 1.815 4.089 -0.603 0.363 -0.461
O 1.544 1.904 3.595 -0.545 -0.119 0.194
C 0.227 1.352 5.545 0.197 -0.425 0.928
C 1.143 0.400 6.004 -0.101 -0.202 0.207
C 1.007 -0.199 7.269 -1.067 1.169 -0.736
C 0.027 0.223 8.174 0.147 -0.077 -0.295
C -0.867 1.210 7.740 1.338 -0.351 -1.467
C -0.806 1.738 6.423 0.025 -0.201 0.496
N -1.866 1.665 8.677 -2.031 0.853 1.990
O -1.876 1.150 9.818 0.136 0.902 -2.232
O -2.670 2.550 8.325 1.585 -1.594 0.339
N 1.824 -1.352 7.553 1.748 -2.236 0.683
O 2.595 -1.747 6.650 -1.365 0.732 1.626
O 1.719 -1.918 8.659 0.025 1.291 -2.043
H 1.948 0.062 5.354 -0.271 0.088 0.221
H -0.046 -0.218 9.167 -0.033 0.142 -0.353
H -1.568 2.444 6.105 0.169 -0.101 0.029
```
Forces are in eV/Å.

Output
LUMO in eV: -1.76
Highest occupied orbital energy in hartree: -0.2810
ΔE to the lowest compared entry with this formula, charge and spin in kJ/mol: 230.4
Total charge: 0
F_max in hartree/bohr: 0.058

Atomic partial charges in e from the Löwdin method, atoms 1 to 5: number 1, P, carries 0.8578; number 2, P, carries 0.8973; number 3, C, carries -0.4188; number 4, C, carries -0.4239; number 5, H, carries 0.0757

***

# 2
This record from the Open Molecules 2025 dataset describes one molecule with the formula C22H34N4O. The level of theory is ωB97M-V/def2-TZVPD.

XYZ file:
```
61
Properties=species:S:1:pos:R:3:forces:R:3
C 4.680 -3.886 3.747 -0.180 -0.110 0.028
C 3.273 -3.740 4.310 0.097 0.224 -0.089
C 2.674 -2.369 3.973 0.127 -0.331 0.497
N 2.417 -2.225 2.567 -0.404 0.046 -0.375
N 3.346 -1.696 1.772 0.762 0.408 0.013
C 2.857 -1.748 0.550 -0.252 -0.174 0.213
C 1.578 -2.330 0.541 -0.108 -0.245 0.281
C 0.712 -2.536 -0.655 0.028 0.014 0.051
N 0.399 -1.265 -1.288 -0.030 -0.077 -0.052
C -0.260 -1.427 -2.568 -0.005 0.197 -0.183
C -0.393 -0.054 -3.231 0.081 -0.371 -0.092
N -1.113 0.909 -2.411 -0.057 0.079 -0.156
C -2.560 0.748 -2.426 -0.246 0.279 -0.188
C -3.274 2.090 -2.674 -0.018 -0.352 0.123
C -3.198 3.026 -1.503 -0.030 0.138 -0.098
C -2.505 4.226 -1.588 -0.093 -0.049 -0.037
C -2.435 5.079 -0.499 0.019 0.091 0.073
C -3.056 4.744 0.690 0.053 0.103 0.057
C -3.759 3.554 0.783 -0.059 -0.077 0.082
C -3.833 2.706 -0.307 0.014 -0.003 0.000
C -0.536 0.986 -1.066 0.334 -0.070 0.543
C 0.828 1.690 -1.071 -0.320 0.310 -0.241
C 0.746 3.122 -1.601 0.150 -0.054 0.469
O 0.373 3.194 -2.952 -0.094 0.081 -0.533
C -0.400 -0.408 -0.435 -0.158 0.276 0.018
C 1.324 -2.624 1.871 -0.003 0.011 -0.364
C 0.133 -3.228 2.524 0.060 0.024 0.035
H 4.681 -3.693 2.678 0.083 -0.008 -0.072
H 5.353 -3.175 4.219 0.121 0.078 0.013
H 5.059 -4.890 3.922 0.091 -0.076 0.011
H 2.631 -4.523 3.902 -0.084 -0.015 0.071
H 3.291 -3.853 5.396 -0.074 -0.035 0.030
H 3.383 -1.584 4.248 -0.157 0.000 -0.011
H 1.740 -2.219 4.522 0.078 0.072 -0.073
H 3.416 -1.370 -0.281 0.175 0.128 -0.186
H -0.205 -3.087 -0.371 0.064 0.002 -0.084
H 1.251 -3.141 -1.391 -0.136 -0.022 0.032
H -1.260 -1.892 -2.455 0.054 -0.019 -0.006
H 0.349 -2.079 -3.200 -0.051 -0.018 -0.007
H 0.607 0.341 -3.416 -0.021 -0.057 -0.082
H -0.901 -0.148 -4.193 0.045 0.039 0.017
H -2.935 0.312 -1.492 0.011 -0.072 -0.060
H -2.834 0.069 -3.238 0.016 -0.040 0.093
H -4.324 1.872 -2.889 -0.025 0.041 -0.064
H -2.835 2.561 -3.555 -0.048 -0.024 -0.051
H -2.011 4.494 -2.511 0.085 -0.007 -0.100
H -1.889 6.008 -0.581 0.050 0.074 -0.006
H -2.999 5.407 1.541 0.006 0.055 0.061
H -4.255 3.289 1.706 -0.042 -0.016 0.063
H -4.394 1.785 -0.230 -0.056 -0.104 0.008
H -1.223 1.584 -0.456 0.074 -0.075 -0.034
H 1.196 1.723 -0.044 0.052 -0.049 0.065
H 1.540 1.112 -1.658 0.102 0.000 0.040
H 0.034 3.690 -0.981 0.159 -0.030 0.015
H 1.726 3.603 -1.526 -0.083 -0.018 0.094
H -0.369 2.573 -3.057 0.049 -0.064 0.044
H -1.405 -0.844 -0.264 0.061 -0.035 0.007
H 0.095 -0.320 0.534 -0.070 0.023 0.000
H -0.263 -2.565 3.294 -0.083 -0.016 0.042
H 0.378 -4.182 2.990 -0.064 -0.060 0.044
H -0.645 -3.398 1.785 -0.054 -0.020 0.010
```
Forces are in eV/Å.

Output
LUMO in eV: 0.70
Highest occupied orbital energy in hartree: -0.3029
ΔE to the lowest compared entry with this formula, charge and spin in kJ/mol: 7.7
Structure (SMILES): CCCn1ncc(CN2CCN(CCc3ccccc3)[C@H](CCO)C2)c1C
Total charge: 0
F_max in hartree/bohr: 0.017

Atomic partial charges in e from the Löwdin method, atoms 1 to 5: number 1, C, carries -0.1083; number 2, C, carries -0.2313; number 3, C, carries -0.1472; number 4, N, carries -0.1303; number 5, N, carries 0.0793

***

# 3
This record from the Open Molecules 2025 dataset describes C22H34O17Rb as an isolated structure in a non-equilibrium geometry. The level of theory is ωB97M-V/def2-TZVPD.

XYZ file:
```
74
Properties=species:S:1:pos:R:3:forces:R:3
Rb -3.910 0.349 -1.209 -2.629 -1.947 -0.115
O 0.327 -1.286 -2.451 -2.980 2.719 1.458
C -0.275 -0.804 -1.227 1.021 0.704 -2.933
C -0.809 0.773 -0.990 -1.469 -0.903 -2.468
O -1.970 1.271 -1.679 3.693 -0.426 0.125
H 0.556 -0.913 -0.530 -0.181 0.255 1.065
H -0.951 -1.563 -0.834 -1.078 1.482 -1.558
H 0.011 1.463 -1.188 0.563 -0.641 -0.269
H -1.074 0.992 0.044 0.644 -1.763 0.777
C 2.367 0.421 -2.746 0.903 -0.275 -0.526
C 2.601 0.349 -1.244 -0.258 -0.706 -2.046
C 3.932 -0.268 -0.874 0.855 1.588 0.588
O 4.339 0.718 0.148 2.241 -3.217 0.660
C 3.667 1.799 0.080 -1.357 2.544 1.308
O 3.842 2.778 0.784 2.480 -2.922 -0.521
O 2.643 1.710 -0.752 2.045 -2.392 -1.080
H 1.355 0.581 -3.118 0.153 0.361 0.497
H 2.675 -0.482 -3.272 -0.161 -0.489 0.447
H 3.124 1.117 -3.108 -0.230 0.711 -0.114
H 1.874 -0.255 -0.701 -0.109 0.826 -0.142
H 4.786 -0.243 -1.552 -0.459 0.018 -0.656
H 3.848 -1.285 -0.490 0.012 0.747 0.271
C -3.924 4.647 0.616 0.585 0.695 -1.737
C -3.747 3.099 0.194 -1.318 4.908 0.872
C -3.103 2.251 1.211 1.092 1.721 1.173
O -4.087 1.339 1.557 -0.466 -3.685 0.126
C -5.276 1.711 1.068 -2.809 -1.137 3.192
O -6.372 1.295 1.459 2.726 0.418 -1.386
O -5.078 2.700 0.280 -2.806 0.633 -2.482
H -3.017 5.246 0.708 0.356 -0.471 -0.041
H -4.602 5.054 1.366 0.100 -1.584 1.204
H -4.475 5.154 -0.176 0.367 -0.285 -0.946
H -3.439 3.016 -0.849 0.661 -0.011 0.297
H -3.018 2.712 2.195 1.043 0.939 -0.361
H -2.135 2.053 0.751 -1.356 -1.883 0.928
C 3.077 -3.592 0.361 -1.318 -0.282 -0.037
C 1.600 -3.519 -0.280 3.483 0.933 -1.306
C 1.649 -3.244 -1.855 2.844 -2.161 3.153
O 0.718 -4.222 -2.267 -0.750 0.633 -1.996
C 0.544 -5.147 -1.369 -0.548 -0.594 -0.501
O -0.046 -6.169 -1.501 -0.794 -1.108 -0.566
O 1.092 -4.828 -0.224 0.392 0.206 1.970
H 3.691 -2.747 0.050 -0.080 -0.543 0.268
H 3.578 -4.539 0.159 -0.123 0.008 -1.295
H 3.141 -3.745 1.438 -0.701 0.999 0.457
H 0.913 -2.799 0.165 1.734 -1.235 -1.130
H 2.645 -3.607 -2.109 0.273 -0.269 -0.606
H 1.480 -2.210 -2.157 -0.987 0.163 -0.282
C -0.548 -2.184 1.067 -1.954 -1.327 1.662
C -1.511 -3.056 1.896 1.201 0.347 2.003
C -1.134 -4.564 1.875 -1.733 0.836 0.753
O -1.146 -4.908 3.277 0.911 -1.358 1.232
C -1.249 -3.898 4.135 -1.344 2.109 1.870
O -1.362 -3.915 5.399 0.867 -0.212 -5.622
O -1.365 -2.742 3.339 0.365 -0.717 1.273
H -0.775 -2.463 0.038 0.232 -0.778 0.937
H 0.470 -2.513 1.276 -1.004 0.728 1.488
H -0.618 -1.097 1.049 -0.449 -0.251 0.804
H -2.591 -2.958 1.785 0.139 0.372 -0.804
H -0.210 -4.822 1.358 -0.220 -0.124 0.417
H -2.027 -5.095 1.542 0.557 -0.320 -0.766
C 1.946 4.200 0.826 -0.531 0.844 -0.422
C 1.057 3.286 -0.033 -0.135 -0.810 2.521
C -0.468 3.265 0.229 1.576 2.888 -1.027
O -0.929 3.574 -1.077 -1.368 1.043 -0.453
C 0.046 3.631 -1.983 1.434 -0.697 -0.786
O -0.023 3.701 -3.170 -1.063 0.546 0.050
O 1.266 3.502 -1.401 -1.381 0.919 0.147
H 3.002 4.113 0.569 -1.227 0.351 -0.290
H 1.925 3.877 1.867 -0.268 0.256 0.091
H 1.817 5.276 0.712 -1.234 0.166 0.124
H 1.229 2.221 0.121 0.457 0.880 0.754
H -0.652 4.121 0.878 -0.766 -0.122 0.276
H -0.911 2.319 0.543 1.642 1.149 0.034
```
Forces are in eV/Å.

Output
LUMO in eV: 1.55
Highest occupied orbital energy in hartree: -0.1510
ΔE to the lowest compared entry with this formula, charge and spin in kJ/mol: 945.1
Total charge: -1
F_max in hartree/bohr: 0.111

Atomic partial charges in e from the Löwdin method, atoms 1 to 5: number 1, Rb, carries 1.1999; number 2, O, carries -0.3441; number 3, C, carries -0.3039; number 4, C, carries -0.2913; number 5, O, carries -0.6567

***

# 4
This record from the Open Molecules 2025 dataset describes C22H34O17Rb as an isolated structure in a non-equilibrium geometry. The level of theory is ωB97M-V/def2-TZVPD.

XYZ file:
```
74
Properties=species:S:1:pos:R:3:forces:R:3
Rb -3.419 -3.442 0.432 0.041 0.899 -0.226
O -3.314 -0.676 1.403 3.442 -0.154 -1.448
C -2.070 -0.044 1.003 -3.813 -0.370 1.152
C -1.139 -0.629 -0.275 -0.462 -1.507 -2.968
O -1.699 -1.329 -1.373 -0.062 0.271 3.088
H -1.450 0.072 1.892 0.701 -0.410 -0.119
H -2.449 0.961 0.816 0.536 0.375 -1.077
H -0.394 -1.209 0.268 -0.256 -0.838 0.533
H -0.485 0.022 -0.856 -0.165 1.703 1.058
C -1.323 4.435 -1.435 1.110 -0.273 -0.834
C -0.688 3.525 -2.549 -0.833 1.103 1.814
C -1.532 2.199 -2.879 2.741 1.921 3.015
O -2.084 2.523 -4.073 -0.026 0.278 -2.811
C -1.452 3.629 -4.636 -1.878 2.348 -1.639
O -1.696 4.171 -5.692 0.113 -2.240 1.145
O -0.714 4.272 -3.743 0.026 -0.798 -0.166
H -1.264 3.939 -0.466 -0.485 -0.047 -0.023
H -2.303 4.806 -1.736 -0.293 -0.634 0.199
H -0.750 5.358 -1.342 0.358 -0.089 -0.053
H 0.388 3.429 -2.405 -0.099 -0.779 0.667
H -2.255 2.007 -2.086 -0.268 0.036 -0.325
H -0.747 1.448 -2.798 -0.531 -0.852 -1.025
C -2.888 1.043 4.695 -1.848 1.454 -3.457
C -2.009 0.923 5.804 1.270 -1.235 1.327
C -0.558 1.373 5.691 0.507 -2.179 -2.244
O -0.239 2.365 6.632 -1.897 0.106 -0.061
C -1.392 2.564 7.315 -1.294 -0.833 2.916
O -1.518 3.174 8.356 0.266 -0.631 -2.626
O -2.440 1.718 6.826 0.584 2.876 2.788
H -2.860 0.218 3.984 0.066 -0.141 0.060
H -2.703 1.947 4.115 0.074 0.265 -0.189
H -3.917 1.165 5.036 -0.035 -0.329 0.133
H -2.163 -0.136 6.009 0.829 -0.316 1.263
H -0.507 1.685 4.647 0.950 0.592 0.115
H 0.066 0.495 5.853 0.314 0.408 0.000
C 1.937 -0.822 1.598 0.189 1.634 -1.334
C 1.345 -0.785 2.967 -2.262 -1.264 -1.075
C 1.690 -1.967 3.785 1.359 -2.346 -1.715
O 2.202 -1.434 4.912 1.847 0.014 3.951
C 2.311 -0.101 4.868 -2.008 2.062 2.919
O 2.462 0.697 5.784 1.053 -2.461 -1.864
O 1.781 0.281 3.725 0.461 2.197 -1.534
H 2.980 -0.509 1.653 0.335 -0.700 0.137
H 1.552 -0.033 0.952 -0.471 0.334 0.238
H 1.774 -1.690 0.959 0.196 -0.495 0.703
H 0.257 -0.823 2.999 -0.310 0.897 -0.695
H 2.479 -2.505 3.259 0.300 -0.367 0.054
H 0.935 -2.727 3.985 -0.406 0.466 0.196
C 1.238 -3.172 -2.198 -1.146 0.167 -1.067
C 0.688 -4.543 -2.650 2.901 0.970 -0.046
C -0.556 -4.932 -1.952 -0.443 -1.074 0.148
O -1.470 -4.862 -3.008 -3.609 -0.339 3.696
C -0.943 -4.602 -4.137 -4.604 0.721 -4.666
O -1.667 -4.433 -5.113 2.010 -0.239 1.063
O 0.314 -4.603 -4.046 4.693 0.790 0.019
H 0.532 -2.372 -2.420 -0.334 -0.035 -0.037
H 2.143 -2.925 -2.755 0.257 -0.177 0.465
H 1.317 -3.168 -1.111 0.551 -0.146 -0.048
H 1.566 -5.180 -2.544 -0.485 -0.658 0.013
H -0.807 -4.229 -1.158 -0.139 -0.009 -0.017
H -0.600 -5.973 -1.634 0.330 0.073 0.514
C 1.831 0.441 -2.197 -0.869 -1.863 -0.834
C 2.755 0.494 -3.404 -0.491 2.969 -0.510
C 2.310 -0.054 -4.820 0.570 1.448 0.821
O 2.537 1.116 -5.680 -0.515 -2.166 -0.365
C 2.719 2.223 -4.966 1.300 0.850 -1.429
O 2.899 3.309 -5.404 -0.515 0.867 -1.180
O 2.865 1.997 -3.713 0.153 -3.050 3.555
H 1.045 -0.205 -2.587 -0.441 -0.358 0.553
H 1.266 1.316 -1.877 0.845 0.386 -0.216
H 2.286 -0.091 -1.361 -0.007 0.287 0.079
H 3.746 0.123 -3.144 0.054 0.256 -0.224
H 1.275 -0.363 -4.967 -0.047 0.099 0.434
H 2.971 -0.895 -5.031 0.014 0.282 -0.685
```
Forces are in eV/Å.

Output
Spin multiplicity: 2
LUMO (alpha / beta) in eV: -1.58 / -2.48
Highest occupied orbital energy (alpha / beta) in hartree: -0.3516 / -0.3068
ΔE to the lowest compared entry with this formula, charge and spin in kJ/mol: 77.6
⟨S²⟩: 0.766
Total charge: 0
F_max in hartree/bohr: 0.128

Atomic partial charges in e from the Löwdin method, atoms 1 to 5: number 1, Rb, carries 0.9049; number 2, O, carries -0.3566; number 3, C, carries -0.2694; number 4, C, carries -0.3026; number 5, O, carries -0.2509

***

Q: Look up the ΔE to the lowest compared entry with this formula, charge and spin of the first one.
A: 230.4 kJ/mol